The following is a DFT calculation (wB97M-V/def2-TZVPD) of 2 unconnected molecules or ions with the total composition H2N3O2S at a distorted geometry.

For the gap between HOMO and LUMO, the calculation gives 7.1737 eV. The relative energy (zero: lowest compared OMol25 entry of this formula, charge and spin) is 1.2674 eV. As for the electronic energy: -19430.0356 eV. The total charge is -1.

Positions of all 8 atoms, in Å:
N  -2.37  0.02  0.48
N  0.51  0.32  0.98
N  1.18  1.29  0.41
O  2.43  1.13  0.20
O  -2.73  -0.75  1.39
S  -3.25  0.78  -0.60
H  -0.47  0.36  0.79
H  0.74  -0.62  0.94

In the natural (NBO) picture, each atom carries the following charge in e:
1. N -0.26
2. N -0.58
3. N 0.22
4. O -0.47
5. O -0.50
6. S -0.18
7. H 0.42
8. H 0.35